No. 1
{"formula": "C22H22N4O6", "method": "ωB97M-V/def2-TZVPD", "smiles": "COc1cc(C(=O)Oc2cccc(/C=N/NC(=O)c3cc(C)[nH]n3)c2)cc(OC)c1OC", "de_lowest_kcal_mol": 38.6, "charge": 0, "mol_weight_da": 438.4, "gap_ha": 0.3142, "energy_ha": -1521.94705, "symbols": ["C", "H", "O", "C", "C", "C", "C", "C", "C", "O", "C", "H", "H", "H", "O", "C", "H", "H", "H", "H", "C", "O", "O", "C", "C", "C", "C", "C", "C", "H", "H", "H", "C", "N", "N", "C", "O", "C", "N", "N", "C", "C", "H", "C", "H", "H", "H", "H", "H", "H", "H", "H", "H", "H"], "xyz": [[0.982, 1.337, -4.262], [0.699, 2.142, -3.577], [2.248, 0.811, -3.944], [2.423, 0.225, -2.722], [1.423, 0.148, -1.770], [1.676, -0.417, -0.522], [2.939, -0.903, -0.236], [3.959, -0.854, -1.184], [3.709, -0.295, -2.450], [4.740, -0.229, -3.350], [4.485, -0.474, -4.719], [4.138, 0.425, -5.231], [5.442, -0.786, -5.140], [3.751, -1.271, -4.853], [5.133, -1.367, -0.736], [6.245, -1.568, -1.582], [6.621, -0.629, -1.990], [6.010, -2.253, -2.400], [7.003, -2.019, -0.942], [3.164, -1.341, 0.722], [0.561, -0.467, 0.454], [-0.540, -0.024, 0.214], [0.943, -1.056, 1.588], [0.168, -1.282, 2.716], [-1.137, -0.871, 2.907], [-1.780, -1.175, 4.114], [-1.107, -1.887, 5.103], [0.201, -2.290, 4.899], [0.842, -1.991, 3.714], [1.861, -2.296, 3.536], [0.725, -2.840, 5.666], [-1.607, -2.122, 6.032], [-3.152, -0.747, 4.317], [-3.706, -0.035, 3.426], [-4.953, 0.395, 3.503], [-5.546, 1.129, 2.496], [-6.681, 1.537, 2.642], [-4.726, 1.370, 1.308], [-3.589, 0.732, 1.056], [-3.135, 1.221, -0.078], [-3.940, 2.181, -0.597], [-4.997, 2.299, 0.277], [-5.842, 2.951, 0.213], [-3.623, 2.881, -1.868], [-3.582, 2.174, -2.696], [-4.386, 3.624, -2.082], [-2.657, 3.381, -1.799], [-2.242, 0.882, -0.412], [-5.540, 0.199, 4.323], [-3.657, -1.062, 5.240], [-1.695, -0.329, 2.161], [0.435, 0.532, -1.959], [1.080, 1.739, -5.269], [0.210, 0.562, -4.256]]}

---

No. 2
{"formula": "C4H12NOS", "method": "ωB97M-V/def2-TZVPD", "de_lowest_kcal_mol": 17.6, "charge": -1, "mol_weight_da": 122.2, "gap_ha": 0.2138, "energy_ha": -687.80004, "symbols": ["C", "N", "C", "C", "S", "C", "H", "H", "H", "H", "H", "H", "H", "H", "H", "H", "H", "H", "O"], "xyz": [[1.174, 1.887, -0.403], [0.404, 0.960, 0.406], [0.625, -0.439, 0.085], [-0.188, -1.409, 0.926], [-0.273, -3.041, 0.249], [0.752, 3.360, -0.108], [1.126, 1.734, -1.473], [2.231, 1.861, -0.079], [0.606, 1.147, 1.379], [0.542, -0.683, -0.973], [1.687, -0.722, 0.274], [0.193, -1.440, 1.970], [-1.214, -1.067, 1.153], [-0.264, 3.472, 0.256], [0.964, 3.898, -1.033], [1.388, 3.841, 0.644], [-1.430, 1.095, -0.475], [-2.281, 0.045, -1.077], [-2.034, 0.978, -1.241]]}

---

No. 3
{"formula": "C16H18N3O5S3W", "method": "ωB97M-V/def2-TZVPD", "multiplicity": 3, "de_lowest_kcal_mol": 13.6, "charge": -1, "s_squared": 2.01, "mol_weight_da": 612.4, "gap_ha": [0.2149, 0.2557], "energy_ha": -2422.80964, "symbols": ["W", "N", "C", "C", "O", "O", "H", "H", "H", "H", "N", "C", "C", "C", "O", "O", "H", "H", "H", "H", "H", "H", "O", "N", "C", "C", "C", "C", "C", "S", "H", "H", "H", "H", "S", "C", "C", "C", "C", "C", "C", "S", "H", "H", "H", "H"], "xyz": [[-0.419, -0.173, -0.240], [-2.415, -0.351, -1.192], [-2.526, -1.539, -2.051], [-1.248, -2.370, -2.023], [-1.114, -3.282, -2.822], [-0.438, -2.096, -1.053], [-3.126, -0.319, -0.470], [-2.440, 0.520, -1.712], [-2.735, -1.256, -3.081], [-3.347, -2.173, -1.713], [0.679, 1.870, 1.828], [1.039, 3.193, 1.365], [-0.063, 3.746, 0.456], [-0.309, 2.874, -0.765], [0.142, 3.178, -1.851], [-1.069, 1.818, -0.523], [-0.175, 1.858, 2.371], [1.404, 1.386, 2.337], [1.965, 3.112, 0.790], [1.218, 3.923, 2.168], [0.229, 4.739, 0.111], [-0.988, 3.826, 1.033], [-0.082, 0.115, -2.361], [1.102, -0.113, -2.918], [1.100, -0.471, -4.219], [2.272, -0.638, -4.899], [3.469, -0.435, -4.195], [3.445, -0.110, -2.869], [2.222, 0.042, -2.174], [2.075, 0.347, -0.512], [0.111, -0.610, -4.627], [2.250, -0.926, -5.938], [4.418, -0.558, -4.702], [4.355, 0.025, -2.302], [-2.048, -0.069, 1.661], [-1.440, -0.949, 3.046], [-2.175, -1.033, 4.228], [-1.676, -1.700, 5.334], [-0.416, -2.289, 5.267], [0.315, -2.217, 4.093], [-0.187, -1.559, 2.966], [0.748, -1.533, 1.486], [-3.150, -0.562, 4.271], [-2.263, -1.759, 6.242], [-0.003, -2.804, 6.126], [1.294, -2.678, 4.033]]}

---

No. 4
{"formula": "C40H31BCl4IrN9O4P", "method": "ωB97M-V/def2-TZVPD", "multiplicity": 2, "de_lowest_kcal_mol": 9.0, "charge": 2, "s_squared": 0.76, "mol_weight_da": 1077.6, "gap_ha": [0.2969, 0.2141], "energy_ha": -4647.51381, "symbols": ["Ir", "C", "C", "N", "N", "C", "B", "N", "C", "C", "C", "N", "N", "C", "C", "C", "N", "H", "H", "H", "H", "H", "H", "H", "H", "H", "H", "O", "C", "O", "C", "C", "Cl", "N", "N", "C", "C", "O", "O", "C", "C", "C", "C", "C", "C", "H", "H", "H", "H", "H", "H", "C", "C", "C", "C", "C", "C", "P", "C", "C", "C", "C", "C", "C", "C", "C", "C", "C", "C", "C", "H", "H", "H", "H", "H", "H", "H", "H", "H", "H", "H", "H", "H", "H", "H", "Cl", "C", "Cl", "Cl", "C", "N"], "xyz": [[0.059, 0.450, 1.047], [-0.484, 3.273, 4.160], [0.219, 2.244, 3.552], [-0.347, 1.953, 2.367], [-1.405, 2.775, 2.215], [-1.508, 3.573, 3.283], [-2.352, 2.573, 1.038], [-1.510, 2.671, -0.225], [-1.588, 3.528, -1.252], [-0.587, 3.219, -2.156], [0.073, 2.134, -1.590], [-0.502, 1.811, -0.425], [-2.845, 1.131, 1.176], [-4.067, 0.648, 1.438], [-3.961, -0.706, 1.691], [-2.605, -0.994, 1.570], [-1.948, 0.124, 1.245], [-0.280, 3.730, 5.113], [1.077, 1.714, 3.917], [-2.299, 4.304, 3.351], [-3.245, 3.366, 1.033], [-2.342, 4.300, -1.272], [-0.373, 3.715, -3.087], [0.928, 1.587, -1.952], [-4.929, 1.296, 1.439], [-4.755, -1.386, 1.947], [-2.076, -1.919, 1.714], [2.564, -1.692, 5.966], [3.317, -0.692, 5.546], [4.226, -0.251, 6.184], [2.984, -0.085, 4.194], [3.671, 0.982, 3.629], [4.957, 1.823, 4.316], [3.085, 1.306, 2.436], [2.028, 0.482, 2.234], [1.963, -0.337, 3.273], [0.847, -1.312, 3.243], [0.715, -2.179, 4.080], [0.047, -1.167, 2.226], [3.438, 2.330, 1.467], [2.444, 2.856, 0.653], [2.755, 3.814, -0.301], [4.056, 4.275, -0.433], [5.044, 3.750, 0.386], [4.749, 2.772, 1.322], [1.869, -1.956, 5.322], [1.420, 2.548, 0.774], [1.966, 4.214, -0.927], [4.297, 5.040, -1.159], [6.064, 4.100, 0.295], [5.546, 2.355, 1.908], [1.662, -2.850, -4.985], [1.107, -1.574, -4.944], [0.324, -1.198, -3.868], [0.087, -2.106, -2.821], [0.691, -3.368, -2.844], [1.454, -3.740, -3.939], [-1.057, -1.603, -1.542], [-1.450, -3.025, -0.552], [-2.739, -3.573, -0.587], [-3.005, -4.719, 0.142], [-2.018, -5.286, 0.942], [-0.747, -4.722, 1.003], [-0.461, -3.590, 0.263], [-2.499, -1.029, -2.443], [-2.867, -1.678, -3.630], [-3.976, -1.236, -4.329], [-4.711, -0.150, -3.867], [-4.345, 0.495, -2.694], [-3.236, 0.061, -1.984], [2.265, -3.147, -5.834], [1.278, -0.879, -5.756], [-0.134, -0.215, -3.847], [0.528, -4.073, -2.040], [1.881, -4.734, -3.981], [-3.513, -3.116, -1.190], [-3.990, -5.166, 0.093], [-2.248, -6.157, 1.541], [0.011, -5.155, 1.642], [0.515, -3.125, 0.339], [-2.307, -2.532, -3.987], [-4.267, -1.740, -5.242], [-5.570, 0.196, -4.428], [-4.919, 1.340, -2.335], [-2.939, 0.569, -1.080], [3.611, 1.037, -2.982], [3.827, -0.196, -1.739], [5.138, 0.213, -0.661], [4.082, -1.779, -2.448], [2.562, -0.246, -0.967], [1.576, -0.292, -0.392]]}

---

No. 5
{"formula": "C21H59MgN6O9", "method": "ωB97M-V/def2-TZVPD", "de_lowest_kcal_mol": 0.0, "charge": 1, "mol_weight_da": 564.0, "gap_ha": 0.2765, "energy_ha": -2041.01589, "symbols": ["Mg", "N", "O", "O", "O", "C", "C", "C", "O", "C", "N", "H", "H", "H", "H", "H", "H", "H", "H", "H", "H", "H", "C", "C", "C", "O", "C", "N", "H", "H", "H", "H", "H", "H", "H", "H", "H", "H", "H", "C", "C", "C", "O", "C", "N", "H", "H", "H", "H", "H", "H", "H", "H", "H", "H", "H", "C", "C", "C", "O", "C", "N", "H", "H", "H", "H", "H", "H", "H", "H", "H", "H", "H", "C", "C", "C", "O", "C", "N", "H", "H", "H", "H", "H", "H", "H", "H", "H", "H", "H", "C", "O", "H", "H", "H", "H"], "xyz": [[0.556, 2.201, -2.603], [-0.512, 0.093, -0.383], [-1.256, 0.598, 0.455], [-0.041, -1.027, -0.279], [-0.196, 0.800, -1.398], [-3.700, 1.974, 2.662], [-4.470, 0.682, 2.905], [-5.464, 0.431, 1.795], [-6.195, -0.777, 1.935], [-7.101, -0.803, 3.028], [-3.511, -0.456, 3.002], [-2.807, 1.974, 3.286], [-4.293, 2.870, 2.835], [-3.386, 1.957, 1.610], [-4.955, 0.751, 3.882], [-4.858, 0.250, 0.896], [-6.145, 1.252, 1.530], [-6.771, -0.186, 3.868], [-7.241, -1.828, 3.353], [-8.060, -0.362, 2.719], [-3.876, -1.216, 2.430], [-2.673, -0.185, 2.487], [0.721, -1.251, 5.372], [1.539, -1.633, 4.133], [1.256, -0.646, 3.012], [1.654, 0.656, 3.417], [1.258, 1.587, 2.452], [2.979, -1.634, 4.441], [1.061, -0.337, 5.850], [0.806, -2.066, 6.099], [-0.349, -1.193, 5.148], [1.211, -2.617, 3.793], [0.199, -0.747, 2.736], [1.853, -0.894, 2.121], [1.347, 2.624, 2.772], [0.335, 1.338, 1.924], [2.030, 1.533, 1.640], [3.141, -2.183, 5.276], [3.219, -0.669, 4.640], [2.796, -0.962, -4.387], [2.127, 0.011, -3.395], [3.165, 0.828, -2.672], [2.463, 1.881, -1.965], [3.349, 2.612, -1.113], [1.091, 0.837, -4.091], [3.547, -0.380, -4.928], [2.051, -1.341, -5.087], [3.255, -1.807, -3.879], [1.591, -0.579, -2.648], [3.832, 1.326, -3.390], [3.767, 0.224, -1.994], [4.123, 3.101, -1.717], [3.841, 1.942, -0.409], [2.814, 3.399, -0.596], [0.543, 0.140, -4.598], [1.511, 1.319, -4.896], [-1.768, 4.903, -0.180], [-1.224, 3.734, -0.980], [-1.726, 3.819, -2.403], [-1.227, 2.722, -3.187], [-1.743, 2.763, -4.536], [0.276, 3.720, -1.074], [-1.371, 5.856, -0.541], [-1.447, 4.814, 0.861], [-2.855, 4.913, -0.169], [-1.548, 2.781, -0.560], [-1.609, 4.783, -2.914], [-2.816, 3.689, -2.345], [-2.827, 2.651, -4.484], [-1.291, 1.944, -5.079], [-1.541, 3.737, -4.990], [0.619, 3.774, -0.117], [0.480, 4.652, -1.451], [4.124, -2.286, 0.879], [3.737, -3.484, 0.008], [2.997, -4.534, 0.829], [2.722, -5.643, 0.008], [1.621, -6.404, 0.452], [2.931, -3.013, -1.141], [3.392, -1.483, 0.732], [5.040, -1.871, 0.460], [4.117, -2.505, 1.945], [4.653, -3.962, -0.350], [2.059, -4.090, 1.202], [3.623, -4.803, 1.690], [0.673, -5.881, 0.260], [1.698, -6.643, 1.515], [1.571, -7.315, -0.143], [2.149, -2.538, -0.688], [2.544, -3.840, -1.590], [-1.366, -1.580, -3.884], [-1.638, -0.467, -4.744], [-0.659, -2.273, -4.352], [-0.970, -1.199, -2.946], [-2.265, -2.162, -3.676], [-2.308, -0.693, -5.394]]}

---

No. 6
{"formula": "C5H7NO2", "method": "ωB97M-V/def2-TZVPD", "smiles": "C=CC(=C)N(O)C=O", "de_lowest_kcal_mol": 144.4, "charge": 0, "mol_weight_da": 113.1, "gap_ha": 0.3424, "energy_ha": -399.73549, "symbols": ["N", "C", "C", "C", "C", "C", "O", "O", "H", "H", "H", "H", "H", "H", "H"], "xyz": [[0.377, -1.032, -0.064], [-0.009, 0.096, 0.500], [1.800, -1.575, 0.939], [-1.528, 0.430, -0.542], [0.194, 0.895, 1.522], [-1.558, 1.433, -1.394], [0.825, -0.961, -1.384], [2.070, -1.485, 2.095], [0.304, -1.627, -1.856], [2.396, -2.178, 0.211], [-2.356, -0.236, -0.327], [-0.416, 1.777, 1.636], [1.021, 0.741, 2.196], [-0.662, 2.008, -1.599], [-2.459, 1.715, -1.933]]}

---

No. 7
{"formula": "C19H37BrFNO5P", "method": "ωB97M-V/def2-TZVPD", "de_lowest_kcal_mol": 10.5, "charge": -1, "mol_weight_da": 489.4, "gap_ha": 0.2557, "energy_ha": -4192.29188, "symbols": ["C", "C", "C", "Br", "P", "C", "C", "C", "C", "F", "C", "C", "C", "O", "C", "C", "O", "N", "C", "O", "H", "H", "H", "H", "H", "H", "H", "H", "H", "H", "H", "H", "H", "H", "H", "H", "H", "H", "H", "H", "H", "H", "H", "H", "H", "C", "C", "O", "C", "H", "H", "H", "H", "H", "H", "C", "C", "O", "C", "H", "H", "H", "H", "H", "H"], "xyz": [[-3.604, 1.796, -1.782], [-3.364, 0.992, -0.506], [-2.046, 1.205, 0.305], [-1.601, 3.128, 0.048], [-0.467, 0.150, -0.282], [1.086, -0.683, -1.068], [1.397, -0.157, -2.487], [0.637, 0.730, 1.208], [0.060, 1.208, 2.531], [-0.025, 2.586, 2.678], [-1.004, -1.419, 0.699], [-2.454, -1.721, 1.085], [-3.177, -2.789, 0.277], [-2.393, -3.984, 0.171], [-3.208, -5.068, 0.091], [-3.741, -5.605, 1.403], [-3.461, -5.619, -0.954], [-1.420, -0.335, -1.853], [-1.531, -1.469, -2.234], [-1.619, -2.611, -2.608], [-2.736, 1.860, -2.419], [-4.067, 2.750, -1.588], [-4.344, 1.231, -2.354], [-3.626, -0.048, -0.633], [-4.148, 1.372, 0.162], [-2.341, 1.032, 1.333], [-0.076, 1.341, -0.985], [1.069, -1.773, -1.048], [1.986, -0.418, -0.531], [1.312, -1.005, -3.160], [0.728, 0.650, -2.765], [2.414, 0.194, -2.585], [1.327, -0.058, 1.491], [1.288, 1.520, 0.842], [-0.870, 0.739, 2.836], [0.749, 0.930, 3.333], [-0.459, -1.348, 1.633], [-0.584, -2.335, 0.297], [-2.433, -2.194, 2.072], [-3.173, -0.918, 1.214], [-3.504, -2.424, -0.691], [-4.097, -2.981, 0.828], [-4.287, -6.516, 1.239], [-4.363, -4.843, 1.855], [-2.892, -5.733, 2.063], [0.622, 6.919, 1.058], [1.664, 5.826, 1.100], [2.298, 5.525, 0.117], [1.874, 5.134, 2.421], [0.572, 7.330, 0.052], [-0.354, 6.511, 1.323], [0.888, 7.717, 1.755], [0.950, 4.656, 2.742], [2.197, 5.858, 3.173], [2.641, 4.372, 2.310], [6.455, -1.222, -1.834], [5.077, -1.758, -1.514], [4.104, -1.049, -1.530], [4.972, -3.227, -1.174], [6.385, -0.161, -2.059], [7.119, -1.361, -0.979], [6.867, -1.742, -2.701], [5.573, -3.450, -0.290], [5.322, -3.832, -2.013], [3.933, -3.474, -0.968]]}

---

No. 8
{"formula": "C22H34ClFGdN4", "method": "ωB97M-V/def2-TZVPD", "multiplicity": 8, "charge": 3, "s_squared": 15.80, "mol_weight_da": 566.2, "gap_ha": [0.2172, 0.1980], "energy_ha": -2402.16816, "symbols": ["C", "C", "C", "C", "C", "C", "C", "C", "C", "N", "C", "C", "C", "C", "C", "F", "C", "N", "C", "C", "N", "C", "C", "Cl", "C", "C", "C", "N", "H", "H", "H", "H", "H", "H", "H", "H", "H", "H", "H", "H", "H", "H", "H", "H", "H", "H", "H", "H", "H", "H", "H", "H", "H", "H", "H", "H", "H", "H", "H", "H", "H", "H", "Gd"], "xyz": [[-1.028, -2.203, 4.912], [-1.758, -1.941, 3.601], [-1.541, -3.063, 2.615], [-1.687, -2.587, 1.054], [-2.472, -3.604, 0.147], [-2.042, -3.643, -1.308], [-2.066, -2.305, -2.034], [-0.901, -1.383, -1.878], [0.390, -1.795, -2.143], [1.433, -0.975, -2.047], [1.187, 0.290, -1.694], [2.283, 1.188, -1.620], [3.640, 0.680, -1.880], [4.141, -0.350, -0.862], [4.907, 0.241, 0.310], [5.969, -0.567, 0.590], [2.014, 2.555, -1.297], [3.022, 3.427, -1.274], [0.706, 3.011, -1.049], [0.494, 4.443, -0.710], [-0.002, 5.155, -1.876], [-0.396, 2.065, -1.147], [-1.806, 2.520, -0.975], [-2.583, 2.298, -2.573], [-2.619, 1.811, 0.087], [-1.917, 1.783, 1.441], [-0.132, 0.720, -1.447], [-1.160, -0.137, -1.525], [-1.451, -1.555, 5.657], [-1.179, -3.218, 5.248], [0.021, -1.966, 4.821], [-1.415, -0.997, 3.203], [-2.811, -1.827, 3.793], [-2.325, -3.818, 2.778], [-0.522, -3.492, 2.821], [-2.184, -1.637, 1.073], [-0.659, -2.348, 0.671], [-3.528, -3.413, 0.255], [-2.327, -4.627, 0.535], [-1.096, -4.170, -1.411], [-2.763, -4.272, -1.804], [-2.966, -1.770, -1.776], [-2.079, -2.548, -3.087], [0.572, -2.799, -2.474], [4.383, 1.454, -1.977], [3.595, 0.194, -2.845], [3.350, -0.980, -0.495], [4.829, -1.000, -1.374], [4.296, 0.238, 1.204], [5.261, 1.247, 0.126], [3.947, 3.025, -1.217], [2.967, 4.157, -0.575], [1.364, 4.909, -0.261], [-0.269, 4.499, 0.050], [-0.103, 6.131, -1.636], [0.671, 5.135, -2.631], [-1.864, 3.575, -0.802], [-2.931, 0.837, -0.232], [-3.527, 2.380, 0.204], [-1.244, 2.617, 1.555], [-2.652, 1.781, 2.226], [-1.326, 0.874, 1.519], [-0.112, -4.251, 1.439]]}